1.
Entry from the Open Molecules 2025 dataset: the molecule C5H11NO2 (the ωB97M-V functional and the def2-TZVPD basis).

Last column: Löwdin charge in e.
Element x y z (Å)
C (1.482, -2.572, 0.611)  -0.077
N (0.297, -1.744, 1.021)  0.020
C (0.157, -0.315, 0.953)  -0.415
O (-0.742, 0.124, 1.607)  0.050
C (0.918, 0.613, -0.108)  -0.070
C (0.207, 0.501, -1.498)  -0.165
C (-0.885, 1.590, -1.696)  -0.357
O (-1.559, 1.914, -0.574)  -0.122
H (2.034, -2.247, -0.286)  0.071
H (2.333, -2.338, 1.309)  0.083
H (1.177, -3.634, 0.556)  0.084
H (-0.308, -2.152, 1.638)  0.079
H (0.762, 1.562, 0.224)  0.072
H (1.972, 0.503, -0.181)  0.094
H (-0.312, -0.506, -1.598)  0.128
H (0.882, 0.770, -2.318)  0.102
H (-1.596, 1.427, -2.504)  0.105
H (-0.247, 2.545, -1.974)  0.143
H (-1.650, 1.077, 0.153)  0.175

Orbital gap, eV: 10.37
Energy relative to the best compared isomer or geometry (same formula, charge and spin), kJ/mol: 228.3

2.
Entry from the Open Molecules 2025 dataset: a structure of composition C26H36CuN4O8S2 (the ωB97M-V functional and the def2-TZVPD basis).

Last column: Löwdin charge in e.
Element x y z (Å)
Cu (0.125, 1.279, 1.073)  0.406
N (1.877, -0.102, 1.152)  0.008
C (2.360, -0.243, 2.528)  -0.253
C (1.477, -1.191, 3.339)  -0.124
C (0.056, -0.702, 3.696)  -0.654
O (-0.366, -1.075, 4.826)  -0.085
O (-0.551, -0.013, 2.811)  -0.077
H (1.735, -0.984, 0.690)  0.069
H (2.418, 0.515, 0.557)  0.067
H (2.338, 0.753, 2.965)  0.098
H (3.390, -0.603, 2.568)  0.088
H (1.961, -1.437, 4.281)  0.092
H (1.353, -2.136, 2.786)  0.099
C (-4.887, 3.840, 2.655)  -0.091
C (-4.734, 3.511, 1.172)  -0.281
N (-4.453, 2.104, 0.911)  -0.142
C (-5.600, 1.194, 0.790)  -0.229
C (-5.888, 0.384, 2.054)  -0.090
C (-3.155, 1.632, 0.804)  -0.659
S (-1.869, 2.703, 1.064)  0.838
N (-3.115, 0.284, 0.592)  0.104
C (-2.021, -0.412, 0.322)  -0.446
O (-0.889, -0.013, 0.006)  -0.060
C (-2.181, -1.930, 0.416)  -0.108
C (-1.042, -2.715, 0.535)  -0.012
C (-1.143, -4.098, 0.670)  -0.088
C (-2.390, -4.709, 0.668)  -0.120
C (-3.534, -3.929, 0.541)  -0.104
C (-3.426, -2.545, 0.428)  -0.034
H (-5.116, 4.907, 2.786)  0.065
H (-3.946, 3.615, 3.178)  0.070
H (-5.693, 3.257, 3.117)  0.053
H (-3.916, 4.093, 0.766)  0.057
H (-5.642, 3.777, 0.627)  0.101
H (-5.419, 0.506, -0.028)  0.094
H (-6.465, 1.804, 0.525)  0.101
H (-4.987, -0.169, 2.345)  0.072
H (-6.700, -0.336, 1.871)  0.064
H (-6.185, 1.030, 2.888)  0.052
H (-0.083, -2.208, 0.547)  0.098
H (-0.253, -4.701, 0.793)  0.090
H (-2.471, -5.784, 0.774)  0.086
H (-4.511, -4.398, 0.545)  0.087
H (-4.307, -1.917, 0.354)  0.096
C (1.456, 3.752, 1.463)  -0.282
O (1.153, 2.496, 2.050)  -0.408
H (1.614, 4.528, 2.240)  0.051
H (0.676, 4.142, 0.785)  0.041
H (2.376, 3.735, 0.850)  0.052
C (3.840, -4.314, -1.192)  -0.053
C (4.096, -2.975, -1.847)  -0.274
C (4.939, -2.042, -1.260)  -0.040
C (5.135, -0.790, -1.834)  -0.045
C (4.484, -0.482, -3.022)  -0.278
C (3.652, -1.410, -3.641)  -0.056
C (3.461, -2.645, -3.045)  -0.041
S (4.701, 1.116, -3.734)  0.598
O (4.643, 0.928, -5.160)  -0.318
O (5.876, 1.646, -3.101)  -0.311
N (3.439, 2.040, -3.317)  -0.114
C (2.140, 1.979, -4.087)  -0.194
C (0.976, 1.301, -3.354)  -0.116
C (0.698, 2.075, -2.058)  -0.679
O (-0.079, 3.045, -2.144)  -0.032
O (1.368, 1.679, -1.033)  -0.104
H (4.315, -4.372, -0.211)  0.071
H (4.222, -5.134, -1.807)  0.075
H (2.768, -4.479, -1.056)  0.077
H (5.416, -2.278, -0.312)  0.110
H (5.776, -0.045, -1.370)  0.113
H (3.163, -1.154, -4.579)  0.116
H (2.786, -3.365, -3.504)  0.114
H (3.275, 2.033, -2.281)  0.123
H (2.359, 1.530, -5.043)  0.088
H (1.838, 3.003, -4.275)  0.110
H (1.196, 0.255, -3.129)  0.100
H (0.086, 1.366, -3.982)  0.109

Multiplicity: 2
Orbital gap (spin up / spin down), eV: 6.29 / 6.38
Energy relative to the best compared isomer or geometry (same formula, charge and spin), kJ/mol: 78.1
Charge: -2
Expectation value of S²: 0.753

3.
Entry from the Open Molecules 2025 dataset: a structure of composition C9H14CaN2PS (the ωB97M-V functional and the def2-TZVPD basis).

Last column: Löwdin charge in e.
Element x y z (Å)
C (0.237, 2.159, -0.572)  -0.259
C (1.620, 1.895, -0.360)  -0.220
C (1.845, 1.743, 1.042)  -0.204
C (0.604, 1.962, 1.715)  -0.243
C (-0.407, 2.211, 0.741)  -0.268
Ca (-0.222, -0.543, 0.344)  0.566
P (-0.808, -1.253, -2.260)  0.432
H (-0.243, 2.417, -1.509)  0.063
H (2.374, 1.855, -1.136)  0.064
H (2.792, 1.548, 1.517)  0.064
H (-1.428, 2.522, 0.928)  0.069
H (0.446, 1.978, 2.788)  0.075
H (-0.307, -2.533, -2.682)  -0.160
H (-0.309, -0.501, -3.376)  -0.162
H (-2.168, -1.393, -2.706)  -0.221
C (-0.324, -4.012, 3.197)  -0.085
N (-1.168, -3.765, 2.033)  -0.194
C (-1.745, -4.728, 1.221)  -0.097
C (-2.502, -4.087, 0.303)  -0.141
N (-2.364, -2.728, 0.549)  -0.032
C (-1.602, -2.536, 1.692)  -0.960
S (-1.321, -1.136, 2.626)  0.400
H (0.655, -3.538, 3.063)  0.069
H (-0.784, -3.599, 4.100)  0.066
H (-0.198, -5.094, 3.296)  0.077
H (-1.554, -5.776, 1.397)  0.103
H (-3.117, -4.477, -0.489)  0.090
H (-2.915, -2.001, 0.093)  0.108

Orbital gap (spin up / spin down), eV: 3.82 / 3.21
Energy relative to the best compared isomer or geometry (same formula, charge and spin), kJ/mol: 0.0
Charge: -1

4.
Entry from the Open Molecules 2025 dataset: a cluster of 10 separate species, C18H44F12N5O10 in total (the ωB97M-V functional and the def2-TZVPD basis).

Last column: Löwdin charge in e.
Element x y z (Å)
N (-14.449, 7.818, -18.988)  0.321
H (-13.822, 8.212, -19.680)  0.153
H (-14.633, 6.830, -19.101)  0.163
H (-15.311, 8.349, -19.117)  0.045
H (-13.988, 8.135, -18.146)  0.120
N (-15.206, 11.817, -19.835)  0.311
H (-15.827, 12.524, -19.462)  0.147
H (-15.678, 10.923, -19.684)  0.017
H (-14.389, 11.787, -19.239)  0.129
H (-15.001, 12.088, -20.789)  0.148
N (-15.572, 10.420, -16.376)  0.332
H (-14.837, 9.728, -16.427)  0.112
H (-15.910, 10.545, -15.431)  0.150
H (-16.335, 10.341, -17.042)  0.098
H (-14.969, 11.150, -16.738)  0.146
N (-15.588, 7.613, -14.989)  0.308
H (-15.502, 8.038, -14.074)  0.155
H (-16.458, 7.884, -15.443)  0.050
H (-15.429, 6.612, -15.007)  0.106
H (-14.768, 7.950, -15.477)  0.108
N (-19.153, 10.530, -15.388)  0.315
H (-18.699, 9.790, -15.925)  0.038
H (-18.828, 11.439, -15.694)  0.130
H (-18.952, 10.484, -14.397)  0.149
H (-20.155, 10.630, -15.497)  0.150
O (-16.507, 9.611, -19.313)  -0.363
C (-17.761, 9.115, -18.886)  -0.336
C (-17.959, 8.046, -17.779)  -0.349
O (-17.821, 8.419, -16.434)  -0.360
H (-18.384, 8.845, -19.741)  0.108
H (-18.453, 9.910, -18.596)  0.073
H (-17.292, 7.215, -18.023)  0.089
H (-18.896, 7.546, -18.032)  0.093
C (-19.103, 9.465, -22.993)  -0.039
C (-18.455, 10.866, -23.059)  -0.234
O (-17.629, 11.065, -24.184)  0.037
C (-16.681, 12.048, -24.162)  -0.259
O (-16.494, 12.879, -23.207)  0.061
C (-15.866, 12.058, -25.463)  -0.556
F (-14.621, 12.422, -25.237)  0.189
F (-15.835, 10.781, -25.964)  0.143
F (-16.358, 12.883, -26.367)  0.213
H (-18.234, 8.922, -22.621)  0.068
H (-19.461, 9.113, -23.960)  0.091
H (-19.955, 9.372, -22.321)  0.076
H (-17.997, 11.038, -22.084)  0.100
H (-19.254, 11.603, -23.146)  0.133
C (-20.320, 12.467, -19.058)  -0.067
C (-21.037, 13.152, -17.948)  -0.200
O (-22.332, 13.678, -18.285)  0.087
C (-23.375, 12.960, -18.207)  -0.408
O (-23.426, 11.786, -17.885)  0.140
C (-24.658, 13.829, -18.383)  -0.460
F (-25.179, 14.087, -17.137)  0.145
F (-24.452, 15.013, -18.987)  0.165
F (-25.604, 13.188, -19.124)  0.155
H (-20.849, 11.610, -19.475)  0.094
H (-19.426, 11.988, -18.657)  0.041
H (-19.996, 13.237, -19.758)  0.095
H (-20.382, 13.941, -17.579)  0.133
H (-21.152, 12.369, -17.197)  0.099
C (-24.071, 4.439, -15.573)  -0.065
C (-24.536, 5.326, -16.710)  -0.232
O (-23.458, 5.969, -17.300)  0.004
C (-23.702, 6.816, -18.319)  -0.304
O (-24.852, 7.014, -18.760)  0.152
C (-22.474, 7.709, -18.672)  -0.484
F (-22.646, 8.958, -18.171)  0.146
F (-21.293, 7.159, -18.197)  0.089
F (-22.324, 7.766, -19.984)  0.181
H (-24.958, 4.056, -15.068)  0.089
H (-23.520, 5.020, -14.833)  0.077
H (-23.594, 3.491, -15.824)  0.080
H (-25.183, 6.112, -16.320)  0.139
H (-25.155, 4.713, -17.365)  0.142
C (-20.595, 4.186, -16.096)  -0.037
C (-19.140, 4.660, -16.208)  -0.149
O (-18.290, 3.850, -15.280)  0.077
C (-17.016, 4.097, -15.166)  -0.364
O (-16.400, 5.052, -15.634)  0.058
C (-16.299, 3.093, -14.257)  -0.566
F (-15.697, 2.165, -14.985)  0.208
F (-15.357, 3.759, -13.623)  0.181
F (-17.204, 2.585, -13.399)  0.188
H (-21.004, 4.236, -15.087)  0.089
H (-20.595, 3.191, -16.538)  0.099
H (-21.012, 4.962, -16.739)  0.065
H (-19.053, 5.725, -15.992)  0.107
H (-18.811, 4.511, -17.236)  0.131

Orbital gap, eV: 5.86
Energy relative to the best compared isomer or geometry (same formula, charge and spin), kJ/mol: 323.6
Charge: +3

5.
Entry from the Open Molecules 2025 dataset: a cluster of 3 separate species, C15H34FNO4S in total (the ωB97M-V functional and the def2-TZVPD basis).

Last column: Löwdin charge in e.
Element x y z (Å)
O (3.830, 2.219, 0.032)  0.062
C (2.726, 1.629, 0.189)  -0.389
O (2.600, 0.283, -0.276)  0.027
C (1.510, 2.349, 0.944)  -0.075
C (0.492, 3.130, -0.036)  -0.218
N (-0.503, 2.259, -0.739)  -0.112
S (-1.741, 1.679, 0.307)  0.778
O (-2.061, 2.586, 1.454)  -0.290
O (-3.002, 1.548, -0.525)  -0.322
F (-1.401, 0.132, 0.869)  -0.220
H (1.687, 0.163, -0.646)  0.110
H (1.993, 3.164, 1.607)  0.145
H (0.916, 1.621, 1.601)  0.123
H (1.052, 3.754, -0.834)  0.152
H (-0.047, 3.915, 0.618)  0.133
H (0.011, 1.429, -1.079)  0.097
C (-4.215, -1.596, -6.277)  -0.116
C (-4.355, -0.221, -5.638)  -0.274
C (-3.645, -0.106, -4.288)  -0.231
C (-4.171, -1.034, -3.189)  -0.228
C (-5.659, -0.887, -2.864)  -0.268
C (-6.027, 0.491, -2.334)  -0.109
H (-4.679, -2.375, -5.666)  0.066
H (-4.705, -1.608, -7.254)  0.069
H (-3.163, -1.853, -6.425)  0.074
H (-5.414, 0.033, -5.536)  0.099
H (-3.925, 0.523, -6.318)  0.104
H (-3.707, 0.933, -3.946)  0.101
H (-2.577, -0.310, -4.429)  0.106
H (-3.590, -0.852, -2.277)  0.099
H (-3.974, -2.075, -3.466)  0.100
H (-5.923, -1.633, -2.107)  0.105
H (-6.267, -1.116, -3.745)  0.098
H (-5.457, 0.726, -1.431)  0.062
H (-7.090, 0.526, -2.081)  0.070
H (-5.838, 1.273, -3.074)  0.068
C (3.570, -2.064, 6.035)  -0.116
C (4.835, -1.849, 5.215)  -0.273
C (4.982, -0.420, 4.691)  -0.228
C (3.883, 0.042, 3.729)  -0.226
C (3.705, -0.819, 2.477)  -0.268
C (4.935, -0.844, 1.581)  -0.105
H (2.669, -1.906, 5.437)  0.065
H (3.539, -3.088, 6.415)  0.070
H (3.540, -1.385, 6.891)  0.075
H (4.864, -2.565, 4.387)  0.099
H (5.701, -2.076, 5.846)  0.105
H (5.957, -0.323, 4.202)  0.102
H (5.006, 0.270, 5.543)  0.109
H (4.104, 1.072, 3.423)  0.108
H (2.927, 0.087, 4.263)  0.101
H (2.865, -0.421, 1.901)  0.072
H (3.430, -1.842, 2.752)  0.104
H (5.206, 0.166, 1.261)  0.069
H (4.736, -1.438, 0.685)  0.073
H (5.795, -1.288, 2.088)  0.069

Orbital gap, eV: 10.17

6.
Entry from the Open Molecules 2025 dataset: a cluster of 2 separate species, C6H7ClNPS in total (the ωB97M-V functional and the def2-TZVPD basis).

Last column: Löwdin charge in e.
Element x y z (Å)
C (0.501, -1.811, -1.666)  -0.090
C (0.634, -0.479, -2.117)  -0.061
C (0.113, -2.181, -0.359)  -0.092
C (0.569, 0.551, -1.110)  -0.210
C (-0.028, -1.151, 0.498)  -0.119
C (0.365, 0.174, 0.196)  -0.436
N (-1.369, 1.330, 1.964)  -0.246
P (0.201, 1.623, 1.398)  0.450
S (-1.125, 3.201, -0.799)  0.123
Cl (1.360, 0.966, 2.971)  0.209
H (0.563, -2.771, -2.283)  0.120
H (0.941, -0.035, -3.120)  0.121
H (0.090, -3.227, -0.282)  0.090
H (0.859, 1.597, -1.360)  0.041
H (-0.347, -1.203, 1.564)  0.101
H (-1.447, 1.307, 2.990)  0.038
H (-1.879, 2.109, 1.514)  -0.039

Orbital gap (spin up / spin down), eV: 6.42 / 6.51
Energy relative to the best compared isomer or geometry (same formula, charge and spin), kJ/mol: 137.5

Number 1: E -402.2912 hartree. Number 2: E -4270.2679 hartree. Number 3: E -1877.9128 hartree. Number 4: E -2935.7303 hartree. Number 5: E -1445.6207 hartree. Number 6: E -1487.2199 hartree.